The following is a DFT calculation (ωB97M-V/def2-TZVPD) of a cluster of 2 separate species, C12H20NSi in total.

## Properties
**Total charge**: +1
**Energy above the lowest of the compared OMol25 structures with the same formula, charge and spin**: 186.3 kJ/mol
**Maximum force**: 4.46 eV/Å
**LUMO**: -4.317 eV
**Spin multiplicity**: 1
**Orbital gap**: 8.16 eV

Last column: natural (NBO) charge in e.
Cartesian coordinates (Å):
C -4.614 0.124 -0.597  -0.1755
C -3.891 1.040 -1.352  -0.1955
C -3.960 -0.453 0.459  -0.2002
C -2.496 1.217 -1.088  -0.1619
C -2.616 -0.372 0.677  -0.1824
C -1.837 0.522 -0.116  -0.1101
C -0.359 0.670 -0.053  -0.3109
C 0.664 -0.048 0.256  -0.0095
C 2.680 2.340 0.148  -0.4079
C 2.242 1.336 -1.951  -0.4351
C 0.318 -3.074 0.231  -1.1033
C 1.876 -1.652 2.681  -1.1193
N 2.364 1.095 -0.556  -0.4454
Si 1.467 -1.715 0.820  1.3447
H -5.741 0.004 -0.767  0.2452
H -4.307 1.503 -2.255  0.2351
H -4.479 -1.107 1.148  0.2272
H -1.927 1.891 -1.882  0.2188
H -2.258 -0.793 1.573  0.2182
H -0.116 1.507 -0.660  0.2580
H 3.434 2.839 -0.390  0.2157
H 1.780 2.919 0.223  0.2111
H 2.990 2.024 1.109  0.2176
H 3.280 1.150 -2.435  0.2295
H 1.587 0.751 -2.437  0.2149
H 1.890 2.407 -2.095  0.2150
H -0.568 -2.608 -0.086  0.2516
H 0.672 -3.658 -0.654  0.2750
H 0.091 -3.817 0.954  0.2666
H 1.894 -0.628 3.047  0.2522
H 1.144 -2.162 3.449  0.2693
H 2.849 -2.119 2.890  0.2646
H 3.080 0.425 -0.393  0.4031
H 2.870 -1.557 0.103  -0.1763